Record 1
The following is a DFT calculation (ωB97M-V/def2-TZVPD) of C12H12N2 in the gas phase.

Each line ends with the natural charge from an NBO analysis.
Atoms and positions in Å:
N1 -1.2531 -0.4485 -0.1855  -0.234
N2 -0.3704 -1.4689 -0.3566  -0.240
C1 2.4191 -0.6333 -0.5420  -0.312
C2 -1.5560 1.7159 0.9020  -0.292
C3 -0.7483 0.6078 0.4886  0.217
C4 0.3502 2.8987 1.8965  -0.255
C5 1.1560 1.7827 1.5279  -0.160
C6 -0.9890 2.7989 1.5675  -0.183
C7 -2.5471 -0.5495 -0.6819  -0.425
C8 1.2055 -2.5617 -1.5772  -0.302
C9 2.2908 -1.7798 -1.3583  -0.140
C10 1.5319 -0.4998 0.5155  -0.031
C11 0.6863 0.6833 0.8364  -0.137
C12 -0.1367 -2.3309 -1.3316  -0.006
H1 1.5144 -3.2972 -2.2318  0.210
H2 -3.1330 -1.0811 0.1156  0.198
H3 -3.1415 0.3608 -0.7827  0.224
H4 -2.6040 1.7319 0.7995  0.211
H5 -0.8637 -2.7323 -2.0473  0.187
H6 1.2299 -1.4804 0.9999  0.230
H7 3.1753 -1.8262 -1.9343  0.196
H8 -2.5598 -1.1352 -1.6844  0.213
H9 2.9676 0.1231 -0.9887  0.207
H10 0.8270 3.7679 2.1855  0.211
H11 2.1559 1.8127 1.8550  0.207
H12 -1.6072 3.5409 2.0123  0.207

Forces on atoms 1 to 3 (eV/Å):
N 1.50 -1.22 -0.99
N 0.36 0.17 -0.50
C -2.37 -1.04 1.71

Results
LUMO level (eV): 0.228
ΔE to the lowest compared entry with this formula, charge and spin (kJ/mol): 540.5
Total energy (eV): -15613.708

Record 2
The following is a DFT calculation (ωB97M-V/def2-TZVPD) of C3H7N3O as an isolated structure.

Each line ends with the natural charge from an NBO analysis.
Atoms and positions in Å:
O1 -2.0971 1.4824 0.0313  -0.615
N1 0.3461 -1.0545 -0.1788  -0.301
N2 2.1194 -1.1351 -0.0758  -0.754
N3 -2.4112 -0.7707 -0.1054  -0.839
C1 0.2296 0.1488 0.0304  0.277
C2 0.9203 1.4185 0.3207  -0.714
C3 -1.6769 0.3537 -0.0201  0.667
H1 0.1900 2.2105 0.4969  0.260
H2 2.3850 -1.1631 -1.0635  0.341
H3 -1.9422 -1.6573 -0.2205  0.419
H4 1.5585 1.6778 -0.5256  0.246
H5 1.5426 1.2936 1.2084  0.257
H6 2.2559 -2.0848 0.2789  0.349
H7 -3.4200 -0.7199 -0.1770  0.407

Forces on atoms 1 to 3 (eV/Å):
O -0.01 -0.32 0.05
N 5.19 -0.94 0.03
N -2.35 -0.49 -0.15

Results
LUMO level (eV): 0.913
ΔE to the lowest compared entry with this formula, charge and spin (kJ/mol): 320.0
Total energy (eV): -9739.717

Record 3
The following is a DFT calculation (ωB97M-V/def2-TZVPD) of a 2-piece molecular cluster, C4H8O3 overall.

Each line ends with the natural charge from an NBO analysis.
Atoms and positions in Å:
O1 1.9811 0.1110 -0.4880  -0.698
O2 -2.3458 0.8260 -0.4029  -0.476
O3 0.4355 1.8537 0.9177  -0.548
C1 -1.2070 1.1472 -0.6300  0.348
C2 0.2079 -1.4871 -0.6633  -0.635
C3 0.8190 -0.3705 0.1662  -0.005
C4 -0.0038 0.9167 0.2808  0.509
H1 -0.6651 -1.9201 -0.1612  0.226
H2 -0.9046 1.6794 -1.5533  0.135
H3 2.2341 0.9044 0.0113  0.484
H4 -0.0993 -1.1149 -1.6469  0.214
H5 1.0598 -0.7290 1.1809  0.187
H6 0.9487 -2.2788 -0.8214  0.236
H7 -1.4267 -0.0252 1.7199  -0.002
H8 -1.0338 0.4873 2.0901  0.025

Forces on atoms 1 to 3 (eV/Å):
O 0.36 -0.01 0.05
O 0.69 0.12 -0.08
O -0.16 -0.27 -0.53

Results
LUMO level (eV): 0.136
ΔE to the lowest compared entry with this formula, charge and spin (kJ/mol): 311.9
Total energy (eV): -10417.771

Number 1: Kohn-Sham gap 7.5 eV. Number 2: Kohn-Sham gap 9.6 eV. Number 3: Kohn-Sham gap 9.9 eV.